# 1
ORCA calculation (the ωB97M-V functional and the def2-TZVPD basis) on a cluster of 2 separate species, C23H33Br3Cl2N2O5 in total.

The geometry in ORCA input format:
```
! wB97M-V def2-TZVPD RIJCOSX def2/J DEFGRID3
* xyz 0 1
C 3.416 2.596 0.134
C 2.533 1.411 -0.583
C 2.201 0.146 0.456
Cl 3.393 -1.299 0.208
C 0.626 -0.305 0.460
C -0.302 -0.569 -0.894
C 0.355 -0.429 -2.424
O 0.550 0.773 -3.032
O 0.704 -1.616 -3.221
C 2.126 -1.970 -3.116
Br 3.662 -0.885 -3.833
C 2.428 -3.292 -2.434
C 3.936 -3.888 -2.191
Br 0.864 -4.397 -1.730
C -1.912 -0.980 -0.694
C -2.907 -1.220 -2.017
Br -2.394 -2.920 -3.021
C -2.943 0.110 -3.020
C -4.372 0.911 -3.004
C -2.501 -1.159 0.862
C -4.051 -1.600 1.198
C -4.960 -0.441 1.914
C -6.427 -0.177 1.240
C -7.528 -1.371 1.459
O -6.992 -2.632 1.990
C -7.064 -3.641 0.881
O -7.471 -4.915 1.075
N -1.582 -0.950 2.085
Cl -2.141 -1.183 3.738
C -0.106 -0.525 1.949
N 0.711 -0.343 3.245
H 2.767 3.158 0.949
H 4.415 2.144 0.586
H 3.673 3.406 -0.703
H 3.009 0.985 -1.572
H 1.483 1.897 -0.871
H 2.491 0.573 1.532
H 4.633 -3.596 -3.088
H 4.426 -3.554 -1.174
H 3.906 -5.073 -2.159
H -4.035 -1.394 -1.703
H -2.714 -0.293 -4.116
H -2.092 0.880 -2.736
H -5.097 0.341 -3.749
H -4.139 2.019 -3.382
H -4.770 0.896 -1.890
H -4.651 -2.024 0.289
H -3.966 -2.498 1.980
H -5.144 -0.780 3.042
H -4.345 0.580 1.988
H -6.874 0.784 1.791
H -6.258 0.150 0.128
H -8.403 -1.038 2.199
H -8.023 -1.593 0.410
H -6.781 -3.329 -0.213
H 0.701 -1.216 3.817
H 0.369 0.490 3.780
C 8.341 3.367 2.315
C 7.253 3.601 1.254
C 7.103 5.110 1.004
O 6.108 3.155 1.742
H 8.107 3.854 3.271
H 8.490 2.297 2.510
H 9.301 3.772 1.971
H 7.649 3.179 0.320
H 6.823 5.661 1.911
H 6.345 5.317 0.238
H 8.050 5.532 0.647
*
```

Properties
* M: 728.144 g mol⁻¹
* calculated total energy: -10023.4578 Ha
* ΔE to the lowest compared entry with this formula, charge and spin: 876.52 kJ/mol
* HOMO level: -4.98 eV

Löwdin population analysis, charges in e, atoms 1 to 6:
1 C -0.13
2 C -0.26
3 C -0.57
4 Cl 0.55
5 C 0.00
6 C 0.09

# 2
ORCA calculation (the ωB97M-V functional and the def2-TZVPD basis) on a structure of composition C23H33Cl2CrN4O4.

The geometry in ORCA input format:
```
! wB97M-V def2-TZVPD RIJCOSX def2/J DEFGRID3
* xyz 0 4
O 1.908 0.045 -3.016
C 1.229 0.225 -4.004
C 1.562 -0.334 -5.360
C 2.207 -1.583 -5.417
H 2.143 -2.256 -4.567
C 2.946 -1.946 -6.541
H 3.490 -2.893 -6.556
C 2.998 -1.089 -7.652
H 3.658 -1.328 -8.492
C 2.173 0.050 -7.677
H 2.132 0.656 -8.587
C 1.431 0.410 -6.546
H 0.761 1.270 -6.569
H 0.332 0.867 -3.954
C 2.045 2.329 -0.660
C 0.879 2.077 0.220
H 2.719 3.111 -0.281
H 1.669 2.643 -1.641
H 2.605 1.410 -0.827
C 0.388 2.942 1.106
C 1.129 4.030 1.862
H -0.675 2.892 1.356
H 1.972 4.443 1.280
H 1.513 3.674 2.836
H 0.415 4.832 2.105
Cr -0.084 0.231 0.352
Cl 1.839 -0.854 0.074
Cl -0.704 0.908 -1.689
H -0.125 -3.867 -2.272
H 0.505 -5.405 -0.525
C -0.058 -2.994 -1.622
C 0.639 -4.579 0.175
N -0.159 -3.446 -0.241
H -0.870 -2.294 -1.840
C -0.697 -2.649 0.685
O -1.183 -1.519 0.395
H 0.303 -4.882 1.169
H -0.670 -3.010 1.725
H 0.896 -2.479 -1.794
H 1.702 -4.316 0.230
H -5.005 2.133 2.206
H -6.026 0.965 0.170
C -4.169 2.470 1.583
C -5.174 1.345 -0.410
N -4.022 1.558 0.458
H -3.247 2.493 2.172
C -2.882 0.913 0.236
O -1.870 1.030 0.981
H -4.890 0.606 -1.168
H -2.881 0.279 -0.664
H -4.397 3.474 1.203
H -5.467 2.278 -0.909
N 1.230 -0.261 7.596
C 0.065 -0.426 6.882
O -1.012 -0.604 7.444
C 0.156 -0.401 5.376
C 1.332 -0.195 4.636
C 1.276 -0.070 3.244
N 0.125 -0.164 2.543
C -0.982 -0.500 3.241
C -1.021 -0.573 4.634
H 1.153 -0.192 8.598
H 2.092 0.048 7.182
H 2.310 -0.127 5.116
H 2.188 0.091 2.663
H -1.868 -0.710 2.647
H -1.979 -0.779 5.099
*
```

Properties
* expectation value of S²: 3.874
* M: 552.443 g mol⁻¹
* calculated total energy: -3381.1170 Ha
* ΔE to the lowest compared entry with this formula, charge and spin: 87.50 kJ/mol
* HOMO level (alpha / beta): -6.44 / -6.39 eV

Löwdin population analysis, charges in e, atoms 1 to 6:
1 O 0.00
2 C -0.26
3 C -0.18
4 C -0.04
5 H 0.11
6 C -0.08

# 3
ORCA calculation (the ωB97M-V functional and the def2-TZVPD basis) on a structure of composition C23H33F2O4Zr.

The geometry in ORCA input format:
```
! wB97M-V def2-TZVPD RIJCOSX def2/J DEFGRID3
* xyz 2 2
Zr -11.207 -5.450 30.890
C -9.962 -8.861 27.918
C -10.970 -8.493 29.054
O -11.002 -7.210 29.597
H -9.740 -7.990 27.301
H -10.389 -9.592 27.232
H -9.027 -9.183 28.376
H -10.815 -9.275 29.797
H -11.956 -8.783 28.692
F -10.051 -9.749 24.921
C -9.890 -11.108 24.754
C -9.446 -11.605 23.498
C -9.197 -12.998 23.400
C -9.500 -13.906 24.456
C -9.851 -13.407 25.693
C -10.060 -12.001 25.813
H -9.223 -10.922 22.692
H -8.814 -13.330 22.447
H -9.413 -14.974 24.323
H -9.894 -14.081 26.535
H -10.562 -11.603 26.683
F -4.243 -11.289 24.974
C -5.247 -10.416 25.136
C -5.767 -9.749 24.033
C -6.788 -8.823 24.203
C -7.201 -8.477 25.467
C -6.689 -9.083 26.585
C -5.763 -10.108 26.433
H -5.304 -9.936 23.075
H -7.110 -8.317 23.305
H -7.894 -7.658 25.593
H -6.925 -8.720 27.574
H -5.363 -10.390 27.396
C -14.558 -8.060 30.884
C -13.785 -7.683 32.160
O -12.821 -6.974 31.976
C -14.119 -8.196 33.464
H -13.932 -7.862 30.014
H -15.466 -7.487 30.700
H -14.846 -9.105 31.002
H -13.904 -9.262 33.385
H -15.192 -8.105 33.635
H -13.600 -7.747 34.310
C -10.009 -8.031 34.466
C -9.505 -7.620 33.139
O -10.179 -6.946 32.422
C -8.159 -8.172 32.716
H -11.089 -8.178 34.475
H -9.640 -7.213 35.086
H -9.534 -8.929 34.861
H -7.590 -7.692 31.920
H -8.549 -9.098 32.293
H -7.524 -8.582 33.502
C -9.689 -3.903 26.306
C -10.626 -4.605 27.268
O -10.486 -4.508 28.525
C -11.620 -5.562 26.611
H -9.140 -4.537 25.610
H -9.025 -3.395 27.005
H -10.214 -3.200 25.659
H -12.425 -5.808 27.304
H -10.973 -6.284 26.113
H -12.239 -5.087 25.850
*
```

Properties
* expectation value of S²: 0.756
* M: 502.733 g mol⁻¹
* calculated total energy: -1443.2650 Ha
* HOMO level (alpha / beta): -12.52 / -12.52 eV

Löwdin population analysis, charges in e, atoms 1 to 6:
1 Zr 1.96
2 C -0.04
3 C -0.34
4 O -0.39
5 H 0.05
6 H 0.05